Entry 1:
Entry from the Open Molecules 2025 dataset: a cluster of 2 separate species, C6H14N2 in total at a distorted geometry (ωB97M-V/def2-TZVPD).

```
22
Properties=species:S:1:pos:R:3:forces:R:3:lowdin_charge:R:1
C -1.08083 -1.76381 0.81354 -0.2 1.5 -0.9 -0.125
C -0.15913 -1.26612 1.91906 -1.2 1.8 0.7 -0.323
N 0.62452 -0.06569 1.54435 0.4 -0.1 0.7 -0.126
C 1.89076 0.02138 2.26204 1.1 -0.2 -0.5 -0.174
H -1.48795 -2.73113 1.11319 -0.8 0.3 0.1 0.052
H -0.51465 -1.99192 -0.09935 0.1 0.3 0.2 0.062
H -1.80704 -0.90637 0.47872 0.9 -2.0 0.8 0.101
H 0.47223 -2.02476 2.27502 1.5 -1.2 -0.2 0.072
H -0.71570 -1.10013 2.88832 -0.1 0.2 -0.8 0.110
H 0.15422 0.81853 1.74526 -0.4 -0.6 -0.4 0.105
H 2.44364 0.96107 2.05458 -0.6 -0.3 -0.1 0.077
H 1.83156 -0.05959 3.35365 -0.2 -0.1 0.2 0.058
H 2.59351 -0.77207 1.92451 -0.5 0.2 0.1 0.077
C -0.01396 1.08866 -1.66397 0.9 1.5 -2.7 -0.359
C -1.06407 1.89593 -1.41050 -0.7 -0.2 0.7 -0.110
C -0.17456 0.76216 -3.93147 -2.4 -0.5 -2.5 -0.332
N 0.61186 1.10273 -2.94210 0.4 -1.0 3.2 -0.178
H 0.47284 0.46248 -0.93954 0.1 0.0 0.6 0.040
H -1.47113 2.54308 -2.19940 0.2 -0.3 0.4 0.018
H -1.55653 1.89726 -0.43087 0.1 0.0 -0.3 -0.011
H 0.24828 0.61703 -4.94584 -0.3 0.2 0.6 -0.036
H -1.29788 0.51130 -3.80917 1.7 0.4 -0.1 -0.002
```
Forces are in eV/Å.

Values from the calculation:
2S+1: 2
E_tot (eV): -9425.704
HOMO-LUMO gap (alpha / beta) (eV): 2.4 / 6.6
ΔE to the lowest compared entry with this formula, charge and spin (kJ/mol): 156.55
E_HOMO (alpha / beta) (eV): 0.92 / -3.36
Expectation value of S²: 0.75
Max |F| (eV/Å): 3.497
Charge: -1
LUMO energy (alpha / beta) (eV): 3.30 / 3.27

Entry 2:
Entry from the Open Molecules 2025 dataset: a cluster of 2 separate species, C6H14N2 in total at a distorted geometry (ωB97M-V/def2-TZVPD).

```
22
Properties=species:S:1:pos:R:3:forces:R:3:lowdin_charge:R:1
C -0.77789 0.09675 -1.77790 0.0 -1.9 -0.2 -0.187
C -1.13886 -1.20073 -1.99058 0.7 1.6 0.3 -0.188
C -0.15895 -2.27186 -2.38318 -0.7 -0.7 0.0 -0.125
C -1.69077 1.13024 -1.21852 -1.1 0.4 -0.6 -0.127
H 0.26498 0.39197 -2.01725 -0.6 -0.2 0.4 0.109
H -2.18535 -1.52161 -1.90359 0.3 0.3 0.2 0.102
H -0.38368 -3.20541 -1.81035 0.2 0.6 -0.4 0.078
H -0.32372 -2.50603 -3.45368 0.4 -0.1 0.4 0.075
H 0.87762 -2.00473 -2.16111 -0.2 0.1 -0.3 0.069
H -2.75228 0.86181 -1.32828 0.3 -0.1 -0.3 0.077
H -1.56401 2.09771 -1.70774 0.1 0.0 0.0 0.069
H -1.62807 1.30076 -0.15450 0.7 0.0 0.5 0.051
C 0.44603 0.54870 2.32368 1.1 0.4 0.8 -0.232
C 1.68904 0.94466 2.01795 0.3 0.1 -0.2 -0.220
N 2.39123 2.10144 2.48533 0.2 0.2 0.7 -0.018
N 0.00692 -0.71886 1.87622 -0.7 -0.8 0.3 -0.006
H -0.20154 1.04785 3.05269 0.4 0.3 -0.2 0.104
H 2.28656 0.36018 1.31239 -0.5 -0.3 0.1 0.102
H 3.01740 2.44946 1.75803 -0.2 -0.2 0.4 0.062
H 2.97477 1.90504 3.32325 -0.8 0.1 -0.9 0.084
H -0.64893 -0.62246 1.11314 -0.1 -0.1 -0.2 0.042
H -0.50051 -1.18490 2.64399 0.3 0.2 -0.7 0.080
```
Forces are in eV/Å.

Values from the calculation:
E_tot (eV): -9427.479
HOMO-LUMO gap (eV): 9.7
ΔE to the lowest compared entry with this formula, charge and spin (kJ/mol): 193.47
E_HOMO (eV): -8.52
SMILES: C/C=C/C.N/C=C/N
Max |F| (eV/Å): 1.905
Charge: 0
LUMO energy (eV): 1.15

Entry 3:
Entry from the Open Molecules 2025 dataset: the molecule C6H14N2 at a distorted geometry (ωB97M-V/def2-TZVPD).

```
22
Properties=species:S:1:pos:R:3:forces:R:3:lowdin_charge:R:1
C 0.28761 -0.33800 -0.43531 1.5 1.6 -0.3 -0.351
C 1.82022 0.10829 -0.38016 -0.9 -0.5 -0.1 -0.215
C -0.30883 -0.06586 -1.81624 -0.2 -0.1 -0.1 -0.070
C 2.61281 -0.74134 0.60044 0.1 0.0 0.1 -0.127
N -0.45200 0.34400 0.63755 -1.2 -1.2 1.3 -0.224
N -0.59721 1.73880 0.55162 -0.1 0.3 -0.7 0.046
C -1.61388 -0.38922 1.13351 0.5 0.1 -0.5 -0.177
C -2.89823 -0.21311 0.81399 0.6 0.2 0.1 0.006
H 0.26064 -1.42055 -0.26355 -0.2 0.2 0.3 0.136
H -1.36824 1.99786 -0.06381 0.0 0.0 0.1 0.067
H -0.80942 2.12255 1.47316 0.2 -0.4 -0.3 0.092
H -1.32549 -1.15265 1.85362 -0.1 -0.1 -0.1 0.099
H 2.26659 -0.00155 -1.37485 -0.2 0.0 0.0 0.098
H 1.92917 1.16601 -0.12010 -0.4 -0.1 0.0 0.098
H 0.28714 -0.55727 -2.59212 -0.1 0.0 0.1 0.076
H -1.32910 -0.45672 -1.88140 0.0 0.0 0.0 0.069
H -0.34216 1.00164 -2.05497 0.1 -0.1 0.1 0.074
H 3.65715 -0.41291 0.63346 -0.1 -0.1 0.1 0.068
H 2.60201 -1.79363 0.29666 0.0 0.1 0.1 0.069
H 2.20105 -0.67361 1.61157 0.0 0.0 -0.1 0.070
H -3.19821 0.51414 0.06691 -0.1 0.1 0.1 0.049
H -3.68162 -0.77685 1.31001 0.2 0.0 -0.1 0.048
```
Forces are in eV/Å.

Values from the calculation:
E_tot (eV): -9427.439
HOMO-LUMO gap (eV): 9.3
ΔE to the lowest compared entry with this formula, charge and spin (kJ/mol): 197.33
E_HOMO (eV): -8.23
SMILES: C=CN(N)[C@@H](C)CC
Max |F| (eV/Å): 2.194
Charge: 0
LUMO energy (eV): 1.07

Entry 4:
Entry from the Open Molecules 2025 dataset: a cluster of 2 separate species, C6H14N2 in total (ωB97M-V/def2-TZVPD).

```
22
Properties=species:S:1:pos:R:3:forces:R:3:lowdin_charge:R:1
C 0.89535 0.00613 -1.25391 0.3 -0.1 -0.2 -0.131
C 2.37445 -0.13310 -1.05891 0.1 0.0 -0.4 -0.189
C 2.98424 -0.50457 0.05756 -0.1 0.2 0.4 -0.245
N 4.35611 -0.76746 0.23316 -0.1 0.3 -0.1 0.019
H 0.34060 -0.03626 -0.32300 0.0 0.0 0.1 0.042
H 0.67822 0.95022 -1.75774 -0.1 0.0 0.1 0.066
H 0.53056 -0.78902 -1.91192 -0.1 0.0 0.0 0.072
H 2.97643 0.05684 -1.94735 0.1 -0.1 0.1 0.096
H 2.40687 -0.63780 0.96922 0.0 -0.1 -0.1 0.110
H 4.69685 -0.38686 1.10699 0.0 -0.1 -0.1 0.072
H 4.90893 -0.39788 -0.52983 0.1 -0.1 0.0 0.074
C -1.35710 1.85869 0.48172 -0.2 -0.1 0.6 -0.026
C -2.23027 0.92609 0.11520 0.1 -0.2 -0.3 -0.271
N -3.09174 0.23890 0.97057 0.2 0.0 0.1 -0.106
C -3.29068 -1.17855 0.68243 -0.1 0.1 0.0 -0.119
H -1.31979 2.11594 1.53685 0.2 0.1 0.0 0.051
H -0.64079 2.31979 -0.17508 -0.2 0.1 -0.2 0.038
H -2.34393 0.62960 -0.92400 0.1 0.0 0.0 0.110
H -2.80575 0.36412 1.93381 -0.2 0.1 0.0 0.111
H -4.17303 -1.53348 1.21284 0.0 -0.1 0.0 0.073
H -3.46456 -1.30615 -0.38528 0.0 0.0 0.0 0.076
H -2.43099 -1.79521 0.96666 0.0 0.0 0.0 0.077
```
Forces are in eV/Å.

Values from the calculation:
E_tot (eV): -9427.721
HOMO-LUMO gap (eV): 9.1
ΔE to the lowest compared entry with this formula, charge and spin (kJ/mol): 170.18
E_HOMO (eV): -8.07
SMILES: C/C=C/N.C=CNC
Max |F| (eV/Å): 0.686
Charge: 0
LUMO energy (eV): 1.07

Entry 5:
Entry from the Open Molecules 2025 dataset: a cluster of 2 separate species, C6H14N2 in total at a distorted geometry (ωB97M-V/def2-TZVPD).

```
22
Properties=species:S:1:pos:R:3:forces:R:3:lowdin_charge:R:1
C -2.98867 -0.33836 -0.48543 -1.2 0.2 -0.5 -0.131
C 0.91691 -0.49511 -1.48390 -1.3 -4.5 4.1 -0.040
C 1.90922 0.52020 0.57576 -1.1 -0.9 -0.4 -0.044
C 0.60808 -1.66721 0.69461 -0.1 2.5 2.5 -0.047
C -0.56863 1.80791 0.52792 -1.7 1.7 0.6 -0.165
C 0.68153 -0.25485 0.03364 0.4 -1.3 -0.4 -0.644
N -1.83829 -0.25015 -0.96128 1.9 1.4 1.8 0.103
N -0.55086 0.36847 0.39620 -3.0 0.3 -1.2 -0.053
H -3.84675 -0.54422 -1.18150 1.0 -0.2 0.1 0.079
H -3.39623 -0.16184 0.50488 0.7 0.2 0.6 0.063
H 1.74095 -1.17022 -1.53466 1.0 -0.3 -0.2 0.079
H 0.07163 -1.07882 -1.79671 -0.3 -0.2 -0.4 0.050
H 1.01307 0.22414 -2.12757 0.7 4.7 -3.2 0.019
H 2.78139 -0.15091 0.47658 -0.2 0.9 -0.4 0.096
H 1.80217 0.77992 1.60018 -0.1 0.0 1.1 0.065
H 1.85692 1.45262 0.04715 1.1 0.4 -0.5 0.062
H 0.05295 -2.35896 0.14356 -0.7 -1.1 -1.1 0.043
H 1.66043 -1.88643 0.77873 0.1 -1.2 0.5 0.059
H 0.04606 -1.55515 1.73582 1.6 -0.3 -2.0 0.125
H -1.64424 2.17795 0.70378 1.2 -0.7 -1.0 0.090
H -0.26081 2.08212 1.57951 0.6 -0.5 -1.0 0.093
H -0.04683 2.49888 -0.22729 -0.7 -1.1 0.8 0.099
```
Forces are in eV/Å.

Values from the calculation:
E_tot (eV): -9424.522
HOMO-LUMO gap (alpha / beta) (eV): 8.9 / 8.9
ΔE to the lowest compared entry with this formula, charge and spin (kJ/mol): 478.82
E_HOMO (alpha / beta) (eV): -8.26 / -8.26
Max |F| (eV/Å): 6.254
Charge: 0
LUMO energy (alpha / beta) (eV): 0.62 / 0.62

Entry 6:
Entry from the Open Molecules 2025 dataset: a cluster of 2 separate species, C6H14N2 in total at a distorted geometry (ωB97M-V/def2-TZVPD).

```
22
Properties=species:S:1:pos:R:3:forces:R:3:lowdin_charge:R:1
C 1.54914 0.20156 -0.16906 -1.2 -1.2 -1.4 -0.522
C 1.42634 1.59569 0.38318 -0.6 0.2 -0.5 -0.030
C 1.51389 -0.91405 0.84449 0.4 0.1 -0.2 -0.042
N 0.84843 -0.28963 -1.52161 -0.1 0.6 2.4 0.036
N 2.22270 0.08590 -1.40564 1.7 0.7 -0.5 -0.036
H 2.85957 -0.69986 -1.51831 -0.5 -0.3 0.1 0.101
H 0.33534 0.51755 -1.87260 0.3 0.2 -0.3 0.072
H 2.01552 1.71020 1.29146 0.1 -0.1 0.0 0.079
H 1.76496 2.33501 -0.34345 0.0 -0.1 0.0 0.080
H 0.38210 1.81177 0.61797 0.0 0.0 0.2 0.058
H 1.57770 -1.88067 0.34975 0.1 0.0 0.0 0.079
H 2.34137 -0.79828 1.54847 0.0 -0.1 0.1 0.078
H 0.58130 -0.88504 1.40546 -0.1 0.1 0.0 0.069
C -2.03515 -1.38478 -0.30234 0.2 0.0 -0.1 -0.120
C -2.22800 0.09587 -0.31054 -0.5 -0.3 0.0 -0.258
C -2.28522 0.85941 0.76726 0.6 0.2 0.0 -0.034
H -2.43684 0.53032 -1.28268 0.1 0.1 -0.1 0.094
H -1.15150 -1.64145 -0.89207 0.0 -0.1 0.1 0.050
H -2.89328 -1.88307 -0.75626 0.0 0.0 0.0 0.072
H -1.90820 -1.76168 0.71133 0.0 0.0 0.0 0.070
H -2.06797 0.46702 1.75105 -0.1 -0.2 0.1 0.056
H -2.41221 1.92822 0.70414 -0.2 0.2 -0.1 0.048
```
Forces are in eV/Å.

Values from the calculation:
E_tot (eV): -9426.638
HOMO-LUMO gap (eV): 10.2
ΔE to the lowest compared entry with this formula, charge and spin (kJ/mol): 274.62
E_HOMO (eV): -9.09
SMILES: CC1(C)NN1.C=CC
Max |F| (eV/Å): 2.435
Charge: 0
LUMO energy (eV): 1.09

Entry 7:
Entry from the Open Molecules 2025 dataset: the molecule C6H14N2 (ωB97M-V/def2-TZVPD).

```
22
Properties=species:S:1:pos:R:3:forces:R:3:lowdin_charge:R:1
C 0.36601 0.83160 -0.50165 0.4 0.3 0.1 -0.635
C -1.29513 -1.54827 1.06290 0.2 0.3 0.2 -0.269
C 1.44804 0.71864 -1.58832 -0.1 0.1 0.2 -0.054
C -0.26987 2.22776 -0.56108 0.1 -0.2 0.0 -0.046
C 1.02644 0.63344 0.87014 -0.3 -0.1 -0.2 -0.059
N -0.88760 -2.94582 0.97080 0.2 -0.2 -0.1 -0.011
C -1.30216 -0.97962 -0.34438 -0.3 -0.5 0.5 -0.150
N -0.65994 -0.08114 -0.92688 -0.1 0.2 -0.7 0.079
H -0.91912 -3.38654 1.88418 0.1 0.0 -0.2 0.065
H 0.06446 -3.00758 0.61060 -0.3 -0.1 0.2 0.069
H -2.00644 -1.51292 -0.98036 -0.2 -0.2 0.0 0.107
H -0.68425 -0.95856 1.75908 -0.2 -0.1 -0.2 0.079
H -2.33013 -1.53523 1.42350 0.1 0.1 0.0 0.112
H 2.18936 1.50614 -1.47040 0.1 0.1 0.0 0.079
H 0.98911 0.80213 -2.56984 0.0 0.0 -0.1 0.079
H 1.94632 -0.24701 -1.52292 0.1 -0.1 0.0 0.079
H -1.08735 2.29795 0.15247 -0.1 0.0 0.1 0.081
H 0.46988 2.98713 -0.32406 0.1 0.1 0.0 0.081
H -0.66467 2.41241 -1.55532 -0.1 0.0 -0.1 0.080
H 0.32592 0.82998 1.68032 0.0 0.0 0.1 0.072
H 1.85465 1.33114 0.96218 0.1 0.1 0.0 0.080
H 1.42654 -0.37555 0.96904 0.0 -0.1 0.1 0.080
```
Forces are in eV/Å.

Values from the calculation:
E_tot (eV): -9428.576
HOMO-LUMO gap (eV): 9.7
ΔE to the lowest compared entry with this formula, charge and spin (kJ/mol): 87.68
E_HOMO (eV): -8.85
SMILES: CC(C)(C)/N=C\CN
Max |F| (eV/Å): 0.758
Charge: 0
LUMO energy (eV): 0.88

Entry 8:
Entry from the Open Molecules 2025 dataset: a cluster of 2 separate species, C6H14N2O in total at a distorted geometry (ωB97M-V/def2-TZVPD).

```
23
Properties=species:S:1:pos:R:3:forces:R:3:lowdin_charge:R:1
C -1.17737 -1.13065 -1.00060 0.3 0.2 0.2 -0.013
N -0.63683 0.09838 -0.35419 -0.1 -0.3 0.9 -0.272
N -1.48505 1.26242 -0.58373 0.4 -0.3 -0.1 0.122
C 0.76706 0.41072 -0.75242 -0.8 0.6 -1.1 -0.289
C 1.18484 0.19220 -2.04010 0.0 -0.2 1.0 -0.023
H -2.44963 0.94534 -0.63909 0.1 0.0 0.0 0.097
H -1.20314 1.62155 -1.49490 -0.1 0.0 0.0 0.097
H 1.06498 1.33621 -0.28161 0.1 -0.2 0.2 0.103
H -2.16986 -1.32762 -0.60262 0.0 0.1 0.0 0.097
H -1.18806 -0.98144 -2.07603 -0.1 0.1 0.0 0.090
H -0.53875 -1.96985 -0.74361 0.1 0.0 0.0 0.098
H 0.91380 -0.69036 -2.60341 -0.2 0.1 0.0 0.037
H 2.08120 0.70283 -2.36575 0.0 0.0 0.0 0.042
C -0.22114 1.04932 2.09595 0.0 0.2 -0.3 -0.020
C 1.59653 -0.88053 0.78876 -0.5 -0.1 0.6 -0.062
C -0.50964 -0.19245 1.30159 0.5 -0.4 -0.5 -0.463
O -1.13339 -1.12904 1.72797 0.2 0.3 -0.6 0.059
H 0.14870 0.74023 3.07169 0.0 -0.1 -0.1 0.095
H 0.49173 1.71248 1.61696 0.0 0.0 0.1 0.071
H 2.56476 -0.41321 0.61925 0.0 0.1 -0.2 0.019
H 1.56271 -1.13445 1.85282 -0.1 -0.1 0.1 0.015
H 1.49852 -1.80870 0.22574 0.1 0.0 -0.1 0.015
H -1.16198 1.58661 2.23732 0.0 0.0 0.0 0.087
```
Forces are in eV/Å.

Values from the calculation:
E_tot (eV): -11471.408
HOMO-LUMO gap (eV): 7.7
ΔE to the lowest compared entry with this formula, charge and spin (kJ/mol): 613.89
E_HOMO (eV): -6.92
Max |F| (eV/Å): 1.478
Charge: 0
LUMO energy (eV): 0.77